#w
{
  "formula": "C5H6N2",
  "method": "ωB97M-V/def2-TZVPD",
  "lumo_energy_ev": 0.4306,
  "spin_multiplicity": 1,
  "smiles": "C[C@@H]1N=C1C1=NC1",
  "charge": 0,
  "orbital_gap_ha": 0.371,
  "symbols": ["C", "C", "N", "C", "C", "N", "C", "H", "H", "H", "H", "H", "H"],
  "xyz": [[-0.136, 2.009, 0.454], [-0.689, 0.765, 1.040], [-0.043, -0.215, 1.935], [-0.228, -0.615, 0.700], [-0.167, -1.487, -0.330], [-0.561, -2.476, -0.967], [0.834, -2.064, -1.337], [-0.527, 2.988, 0.772], [-0.322, 2.081, -0.736], [0.869, 2.002, 0.635], [-1.673, 0.966, 1.169], [0.966, -1.435, -2.314], [1.677, -2.521, -1.021]]
}

#x
{
  "formula": "C5H6N2",
  "method": "ωB97M-V/def2-TZVPD",
  "lumo_energy_ev": 0.8049,
  "spin_multiplicity": 1,
  "smiles": "N#C[C@H]1[C@H]2CCN21",
  "charge": 0,
  "orbital_gap_ha": 0.383,
  "symbols": ["N", "C", "C", "C", "C", "C", "N", "H", "H", "H", "H", "H", "H"],
  "xyz": [[-2.986, -0.043, -0.590], [-1.952, 0.475, -0.545], [-0.640, 1.066, -0.632], [0.508, 0.809, 0.244], [0.440, -0.459, 1.043], [0.790, -1.160, -0.278], [0.612, 0.184, -1.090], [-0.677, 2.134, -0.939], [1.170, 1.646, 0.405], [1.162, -0.455, 1.855], [-0.560, -0.720, 1.400], [1.875, -1.397, -0.313], [0.256, -2.078, -0.560]]
}

Stability ranking, top entry: #x; the second entry is 2.272 eV less favorable.

#w
{
  "formula": "C5H6N2",
  "method": "ωB97M-V/def2-TZVPD",
  "lumo_energy_ev": 0.2511,
  "spin_multiplicity": 1,
  "smiles": "N#C/C=C/N1CC1",
  "charge": 0,
  "orbital_gap_ha": 0.349,
  "symbols": ["N", "C", "C", "C", "N", "C", "C", "H", "H", "H", "H", "H", "H"],
  "xyz": [[1.191, 0.166, -2.983], [1.116, -0.107, -1.770], [0.880, -0.168, -0.464], [-0.462, 0.011, -0.314], [-1.253, -0.113, 0.834], [-0.641, 0.848, 1.842], [-0.588, -0.712, 1.950], [1.517, -0.072, 0.398], [-0.984, 0.275, -1.425], [-1.415, 1.417, 2.388], [0.385, 1.222, 1.526], [0.268, -1.424, 1.963], [-1.176, -1.020, 2.731]]
}

#x
{
  "formula": "C5H6N2",
  "method": "ωB97M-V/def2-TZVPD",
  "lumo_energy_ev": -0.1019,
  "spin_multiplicity": 1,
  "smiles": "C=C/C(C#N)=N\\C",
  "charge": 0,
  "orbital_gap_ha": 0.366,
  "symbols": ["C", "C", "C", "C", "N", "N", "C", "H", "H", "H", "H", "H", "H"],
  "xyz": [[-1.807, -0.884, -1.139], [-1.048, -0.455, -0.134], [0.242, 0.496, -0.346], [0.357, 1.262, -1.603], [0.336, 1.848, -2.581], [1.247, 0.690, 0.420], [1.478, 0.125, 1.718], [-2.480, -1.674, -0.917], [-1.753, -0.575, -2.195], [-0.969, -0.840, 0.907], [0.508, 0.404, 2.339], [2.478, 0.562, 1.895], [1.411, -0.959, 1.636]]
}

#y
{
  "formula": "C5H6N2",
  "method": "ωB97M-V/def2-TZVPD",
  "lumo_energy_ev": -0.1293,
  "spin_multiplicity": 1,
  "smiles": "C=C1C=NN=CC1",
  "charge": 0,
  "orbital_gap_ha": 0.328,
  "symbols": ["C", "C", "C", "N", "N", "C", "C", "H", "H", "H", "H", "H", "H"],
  "xyz": [[-1.981, -0.199, -0.159], [-0.636, -0.136, 0.013], [0.054, -1.399, 0.023], [1.364, -1.580, -0.085], [2.267, -0.476, -0.154], [1.757, 0.663, -0.013], [0.315, 0.971, 0.039], [-2.457, -1.147, 0.073], [-2.401, 0.905, -0.479], [-0.759, -2.320, 0.411], [2.319, 1.627, 0.031], [0.098, 1.642, -0.721], [0.062, 1.449, 1.021]]
}

#z
{
  "formula": "C5H6N2",
  "method": "ωB97M-V/def2-TZVPD",
  "lumo_energy_ev": 0.6255,
  "spin_multiplicity": 1,
  "smiles": "C1=C[C@@H]2CN2N=C1",
  "charge": 0,
  "orbital_gap_ha": 0.340,
  "symbols": ["C", "C", "C", "C", "N", "N", "C", "H", "H", "H", "H", "H", "H"],
  "xyz": [[1.299, 0.658, -0.074], [0.125, 1.177, -0.247], [-1.011, 0.201, -0.670], [-1.357, -0.363, 0.651], [-0.710, -1.191, -0.547], [0.560, -1.645, -0.309], [1.504, -0.864, -0.094], [2.110, 1.457, 0.235], [-0.111, 2.350, -0.086], [-1.708, 0.656, -1.548], [-0.705, -0.340, 1.531], [-2.425, -0.668, 0.788], [2.430, -1.428, 0.370]]
}

Stability ranking, top entry: #x; the second entry is 1.347 eV less favorable.

#w
{
  "formula": "C4H8N2S2",
  "method": "ωB97M-V/def2-TZVPD",
  "lumo_energy_ev": 0.5621,
  "spin_multiplicity": 1,
  "charge": 0,
  "orbital_gap_ha": 0.326,
  "symbols": ["C", "C", "C", "C", "H", "H", "H", "H", "H", "H", "H", "H", "N", "N", "S", "S"],
  "xyz": [[1.100, -3.611, -0.567], [1.598, -2.094, -0.580], [0.563, 1.627, 0.395], [-2.878, 3.209, 0.859], [2.092, -4.159, -0.600], [0.659, -3.771, -1.669], [0.300, -4.153, 0.134], [2.483, -1.962, -1.226], [1.099, 2.605, 0.250], [0.460, 1.265, 1.308], [-3.429, 2.531, 0.194], [-3.257, 4.226, 1.417], [0.842, -1.064, -0.055], [-1.593, 3.059, 1.051], [1.196, 0.405, -0.806], [-1.235, 1.889, -0.105]]
}

#x
{
  "formula": "C4H8N2S2",
  "method": "ωB97M-V/def2-TZVPD",
  "lumo_energy_ev": -0.2159,
  "spin_multiplicity": 1,
  "smiles": "[H]/N=C(\\NC)C(=S)SC",
  "charge": 0,
  "orbital_gap_ha": 0.305,
  "symbols": ["H", "N", "C", "N", "C", "C", "S", "S", "C", "H", "H", "H", "H", "H", "H", "H"],
  "xyz": [[2.714, -0.384, 0.093], [1.902, -0.105, 0.585], [0.901, -0.406, -0.328], [0.831, -0.953, -1.482], [-0.261, -1.660, -1.996], [-0.450, -0.117, 0.484], [-0.955, -1.202, 1.615], [-0.764, 1.601, 0.477], [0.382, 2.265, -0.706], [1.831, -1.023, -2.125], [-0.675, -2.605, -1.512], [0.343, -2.012, -2.979], [-0.959, -0.872, -2.157], [0.022, 3.282, -0.903], [1.473, 2.250, -0.470], [0.181, 1.882, -1.867]]
}

Stability ranking, top entry: #x; the second entry is 0.667 eV less favorable.

#w
{
  "formula": "C18H19N3O5S",
  "method": "ωB97M-V/def2-TZVPD",
  "lumo_energy_ev": -0.7130,
  "spin_multiplicity": 1,
  "smiles": "CCOC(=O)N1CCN(S(=O)(=O)c2ccc3c4c(cccc24)C(=O)N3)CC1",
  "charge": 0,
  "orbital_gap_ha": 0.289,
  "symbols": ["C", "C", "O", "C", "O", "N", "C", "C", "N", "S", "O", "O", "C", "C", "C", "C", "C", "C", "C", "C", "C", "C", "C", "O", "N", "C", "C", "H", "H", "H", "H", "H", "H", "H", "H", "H", "H", "H", "H", "H", "H", "H", "H", "H", "H", "H"],
  "xyz": [[-1.306, 2.748, 1.753], [-2.427, 1.734, 1.615], [-2.134, 0.715, 0.656], [-1.485, -0.371, 1.128], [-1.023, -0.458, 2.241], [-1.429, -1.363, 0.201], [-2.079, -1.224, -1.088], [-1.611, -2.354, -2.025], [-0.312, -2.848, -1.662], [1.012, -2.023, -2.252], [2.165, -2.736, -1.787], [0.790, -1.902, -3.663], [1.047, -0.356, -1.579], [0.588, 0.645, -2.398], [0.621, 2.011, -2.057], [1.156, 2.335, -0.836], [1.613, 1.299, 0.007], [2.117, 1.839, 1.200], [2.615, 0.986, 2.153], [2.619, -0.389, 1.859], [2.143, -0.910, 0.676], [1.594, -0.061, -0.309], [1.969, 3.313, 1.080], [2.267, 4.197, 1.844], [1.385, 3.520, -0.170], [-0.240, -3.445, -0.353], [-1.144, -2.710, 0.651], [-1.092, 3.205, 0.791], [-1.602, 3.522, 2.455], [-0.410, 2.260, 2.128], [-3.339, 2.207, 1.242], [-2.622, 1.259, 2.581], [-1.809, -0.246, -1.492], [-3.172, -1.255, -0.976], [-2.311, -3.195, -1.989], [-1.542, -2.002, -3.054], [0.209, 0.354, -3.366], [0.254, 2.752, -2.749], [3.001, 1.349, 3.093], [3.024, -1.066, 2.596], [2.220, -1.967, 0.481], [1.186, 4.439, -0.529], [-0.551, -4.494, -0.427], [0.808, -3.427, -0.060], [-0.672, -2.631, 1.630], [-2.092, -3.254, 0.762]]
}

#x
{
  "formula": "C18H19N3O5S",
  "method": "ωB97M-V/def2-TZVPD",
  "lumo_energy_ev": -0.9468,
  "spin_multiplicity": 1,
  "smiles": "CC1=NN(S(=O)(=O)CCc2ccc([N+](=O)[O-])cc2)[C@H](c2ccccc2O)C1",
  "charge": 0,
  "orbital_gap_ha": 0.299,
  "symbols": ["C", "C", "N", "N", "S", "O", "O", "C", "C", "C", "C", "C", "C", "N", "O", "O", "C", "C", "C", "C", "C", "C", "C", "C", "C", "O", "C", "H", "H", "H", "H", "H", "H", "H", "H", "H", "H", "H", "H", "H", "H", "H", "H", "H", "H", "H"],
  "xyz": [[-2.710, 3.686, 2.712], [-2.136, 2.306, 2.514], [-0.865, 2.123, 2.194], [-0.661, 0.783, 2.099], [0.822, 0.021, 2.682], [0.590, -1.007, 3.717], [1.769, 1.038, 3.179], [1.506, -0.690, 1.161], [2.153, 0.411, 0.292], [2.553, -0.082, -1.068], [3.780, -0.684, -1.273], [4.251, -1.047, -2.532], [3.466, -0.714, -3.671], [3.950, -0.950, -4.991], [3.160, -0.784, -5.942], [5.140, -1.354, -5.155], [2.234, -0.072, -3.436], [1.748, 0.216, -2.175], [-1.867, -0.027, 2.171], [-2.051, -0.756, 0.842], [-2.370, -2.125, 0.897], [-2.693, -2.785, -0.280], [-2.734, -2.123, -1.543], [-2.337, -0.786, -1.562], [-1.980, -0.128, -0.395], [-1.605, 1.192, -0.400], [-2.900, 1.034, 2.499], [-2.769, 3.908, 3.799], [-2.106, 4.424, 2.206], [-3.719, 3.697, 2.317], [0.669, -1.151, 0.631], [2.212, -1.427, 1.442], [3.001, 0.817, 0.821], [1.440, 1.250, 0.155], [4.450, -0.869, -0.397], [5.171, -1.578, -2.647], [1.650, 0.209, -4.302], [0.800, 0.707, -2.047], [-1.860, -0.757, 3.008], [-2.493, -2.610, 1.875], [-3.018, -3.833, -0.214], [-3.039, -2.625, -2.444], [-2.344, -0.183, -2.480], [-1.243, 1.409, 0.487], [-3.684, 1.008, 1.771], [-3.334, 0.910, 3.482]]
}

Stability ranking, top entry: #w; the second entry is 5.972 eV less favorable.

#w
{
  "formula": "C3H3N2O2",
  "method": "ωB97M-V/def2-TZVPD",
  "lumo_energy_ev": [-6.2208, -6.2212],
  "spin_multiplicity": 1,
  "charge": 1,
  "orbital_gap_ha": [0.299, 0.299],
  "symbols": ["C", "C", "C", "N", "N", "O", "O", "H", "H", "H"],
  "xyz": [[1.171, -1.964, -0.367], [0.427, 0.326, -0.318], [-2.423, 0.174, 0.320], [0.810, -0.883, -0.213], [0.921, 1.362, 0.222], [-3.144, -0.162, -0.486], [-1.535, 0.462, 0.992], [1.467, -2.869, -0.927], [0.670, 2.136, -0.218], [1.635, 1.418, 0.996]]
}

#x
{
  "formula": "C3H3N2O2",
  "method": "ωB97M-V/def2-TZVPD",
  "lumo_energy_ev": -6.6958,
  "spin_multiplicity": 1,
  "charge": 1,
  "orbital_gap_ha": 0.350,
  "symbols": ["C", "C", "C", "N", "N", "O", "O", "H", "H", "H"],
  "xyz": [[1.598, 0.308, -0.741], [-1.785, -1.156, 1.915], [-0.760, 0.774, -1.000], [2.712, -0.093, -0.696], [0.458, 0.686, -0.782], [-2.352, -1.124, 2.899], [-1.169, -1.200, 0.939], [-1.235, 0.183, -1.771], [-1.070, 1.737, -0.663], [3.604, -0.115, -0.100]]
}

Stability ranking, top entry: #x; the second entry is 1.524 eV less favorable.

#w
{
  "formula": "C20H23NO5",
  "method": "ωB97M-V/def2-TZVPD",
  "lumo_energy_ev": 0.2992,
  "spin_multiplicity": 1,
  "smiles": "COc1cccc(C(=O)OCC(=O)N[C@@H](C)CCc2ccccc2)c1O",
  "charge": 0,
  "orbital_gap_ha": 0.320,
  "symbols": ["C", "O", "C", "C", "C", "C", "C", "C", "O", "O", "C", "C", "O", "N", "C", "C", "C", "C", "C", "C", "C", "C", "C", "C", "C", "O", "H", "H", "H", "H", "H", "H", "H", "H", "H", "H", "H", "H", "H", "H", "H", "H", "H", "H", "H", "H", "H", "H", "H"],
  "xyz": [[-6.343, -3.175, -0.103], [-5.316, -2.370, -0.625], [-4.992, -1.227, 0.032], [-5.594, -0.767, 1.188], [-5.179, 0.424, 1.782], [-4.163, 1.159, 1.231], [-3.532, 0.717, 0.058], [-2.436, 1.484, -0.535], [-1.842, 1.149, -1.557], [-2.130, 2.589, 0.137], [-1.094, 3.427, -0.365], [0.299, 2.965, 0.110], [0.950, 3.609, 0.902], [0.689, 1.811, -0.448], [1.921, 1.125, -0.098], [1.572, -0.255, 0.451], [2.839, 1.064, -1.328], [4.331, 0.997, -0.978], [4.727, -0.288, -0.309], [5.074, -0.320, 1.036], [5.423, -1.512, 1.647], [5.429, -2.690, 0.921], [5.091, -2.669, -0.422], [4.746, -1.476, -1.031], [-3.942, -0.478, -0.554], [-3.389, -0.958, -1.672], [-6.100, -3.537, 0.902], [-7.300, -2.643, -0.077], [-6.422, -4.024, -0.781], [-6.396, -1.325, 1.644], [-5.667, 0.759, 2.684], [-3.830, 2.079, 1.684], [-1.126, 3.444, -1.460], [-1.293, 4.419, 0.043], [0.078, 1.351, -1.111], [2.391, 1.733, 0.681], [2.469, -0.787, 0.751], [0.918, -0.157, 1.315], [1.057, -0.842, -0.309], [2.565, 0.206, -1.945], [2.674, 1.970, -1.917], [4.901, 1.103, -1.905], [4.580, 1.841, -0.332], [5.068, 0.596, 1.609], [5.690, -1.520, 2.694], [5.700, -3.621, 1.398], [5.100, -3.584, -0.996], [4.490, -1.465, -2.081], [-2.688, -0.333, -1.962]]
}

#x
{
  "formula": "C20H23NO5",
  "method": "ωB97M-V/def2-TZVPD",
  "lumo_energy_ev": 0.5522,
  "spin_multiplicity": 1,
  "smiles": "Cc1cc(C(=O)COC(=O)c2ccc(O)cc2)c(C)n1C[C@H]1CCCO1",
  "charge": 0,
  "orbital_gap_ha": 0.311,
  "symbols": ["C", "C", "C", "C", "C", "O", "C", "O", "C", "O", "C", "C", "C", "C", "O", "C", "C", "C", "C", "N", "C", "C", "C", "C", "C", "O", "H", "H", "H", "H", "H", "H", "H", "H", "H", "H", "H", "H", "H", "H", "H", "H", "H", "H", "H", "H", "H", "H", "H"],
  "xyz": [[0.731, 1.239, 2.769], [1.255, 0.326, 1.718], [1.124, -1.026, 1.622], [1.894, -1.458, 0.505], [2.024, -2.805, -0.008], [2.960, -3.218, -0.661], [0.872, -3.761, 0.340], [-0.389, -3.121, 0.469], [-0.766, -2.357, -0.566], [-0.129, -2.260, -1.589], [-2.030, -1.634, -0.311], [-2.583, -1.540, 0.963], [-3.737, -0.810, 1.164], [-4.358, -0.169, 0.096], [-5.488, 0.559, 0.251], [-3.810, -0.269, -1.183], [-2.655, -0.991, -1.379], [2.472, -0.319, -0.043], [3.391, -0.249, -1.208], [2.052, 0.755, 0.677], [2.354, 2.134, 0.411], [1.264, 2.905, -0.383], [1.055, 2.426, -1.823], [-0.050, 1.381, -1.676], [-0.843, 1.906, -0.475], [-0.006, 2.814, 0.232], [1.546, 1.629, 3.381], [0.056, 0.684, 3.416], [0.195, 2.079, 2.334], [0.579, -1.654, 2.298], [0.832, -4.528, -0.441], [1.065, -4.234, 1.306], [-2.103, -2.035, 1.791], [-4.163, -0.732, 2.156], [-5.768, 0.550, 1.175], [-4.309, 0.229, -1.999], [-2.215, -1.078, -2.360], [4.244, 0.397, -0.999], [3.752, -1.252, -1.415], [2.885, 0.117, -2.101], [2.484, 2.646, 1.369], [3.290, 2.200, -0.148], [1.561, 3.962, -0.354], [0.699, 3.262, -2.427], [1.965, 2.038, -2.271], [0.361, 0.395, -1.467], [-0.671, 1.309, -2.565], [-1.737, 2.456, -0.791], [-1.152, 1.100, 0.198]]
}

Stability ranking, top entry: #w; the second entry is 0.311 eV less favorable.